(1)
71
Properties=species:S:1:pos:R:3:forces:R:3 method="wB97M-V/def2-TZVPD" fmax_ha_per_bohr=0.0053 de_lowest_ev=0.8595 energy_ha=-4401.332469 homo_ha=-0.0509 total_charge=-2 gap_ev=5.06
Fe 3.676 -1.369 1.594 -0.01 -0.03 -0.02
Cl 8.443 0.142 1.813 0.00 0.00 0.00
C 7.530 -0.537 0.498 0.00 0.00 0.00
C 8.169 -0.752 -0.725 0.00 0.00 0.00
C 7.500 -1.271 -1.801 0.00 0.00 0.00
Cl 8.349 -1.512 -3.313 0.00 0.00 0.00
C 6.131 -1.605 -1.700 -0.01 0.00 0.00
C 5.325 -2.121 -2.740 0.00 0.00 0.00
C 4.005 -2.381 -2.506 0.00 0.00 0.00
C 3.460 -2.147 -1.231 0.00 0.00 0.00
N 4.195 -1.681 -0.249 -0.01 0.00 0.01
C 5.508 -1.395 -0.455 0.01 0.00 -0.01
C 6.178 -0.843 0.703 0.00 0.00 0.00
O 5.523 -0.666 1.776 0.00 0.01 0.00
H 9.216 -0.497 -0.817 0.00 0.00 0.00
H 5.764 -2.298 -3.713 0.00 0.00 0.00
H 3.364 -2.768 -3.287 0.00 0.00 0.00
H 2.416 -2.330 -1.012 0.00 0.00 0.00
O 4.246 -5.111 3.102 0.00 0.00 0.00
C 3.733 -4.159 2.519 -0.01 0.00 -0.01
O 4.307 -3.034 2.325 0.00 0.01 0.00
C 2.317 -4.354 1.982 0.00 -0.02 -0.01
C 1.804 -5.631 2.071 0.02 0.01 0.00
C 0.521 -5.942 1.634 -0.02 -0.01 0.00
C -0.288 -4.969 1.069 0.02 -0.02 0.00
C 0.231 -3.709 0.951 0.01 0.02 -0.03
C 1.517 -3.301 1.436 -0.04 0.02 0.05
O 1.831 -2.065 1.398 0.04 0.00 -0.02
N -0.595 -2.721 0.264 0.00 0.02 0.00
O -0.099 -2.112 -0.667 0.01 0.00 0.02
O -1.747 -2.568 0.636 0.00 -0.01 0.00
N 0.015 -7.293 1.750 0.00 0.00 0.00
O -1.117 -7.524 1.343 0.00 0.00 0.00
O 0.734 -8.144 2.248 0.00 0.00 0.00
H 2.438 -6.388 2.510 0.00 0.00 0.00
H -1.282 -5.201 0.717 0.00 0.01 0.00
N -0.326 0.515 0.815 -0.02 0.03 0.00
C 0.019 1.819 0.773 -0.08 0.03 0.00
N -0.930 2.722 0.566 -0.09 -0.07 0.12
N 1.270 2.238 0.967 0.06 -0.01 0.02
C 2.143 1.282 1.131 0.01 0.04 -0.02
N 2.911 0.428 1.270 0.00 -0.01 0.02
H -1.219 0.219 0.460 -0.01 -0.02 -0.01
H 0.402 -0.186 0.862 0.00 -0.03 0.00
H -1.899 2.482 0.404 -0.01 -0.07 -0.03
H -0.706 3.702 0.477 0.22 0.02 -0.06
C -9.317 2.957 -1.011 0.00 0.00 0.00
C -8.878 1.803 -0.378 0.00 0.00 0.00
C -7.533 1.643 -0.072 0.00 0.00 0.00
C -6.595 2.625 -0.389 -0.01 0.01 0.01
C -7.052 3.782 -1.027 0.00 0.00 0.00
C -8.391 3.945 -1.333 0.00 0.00 0.00
C -5.160 2.436 -0.053 -0.10 0.10 -0.05
C -4.208 3.300 -0.317 0.19 -0.18 0.09
C -3.228 4.183 -0.599 -0.10 0.10 -0.06
C -2.809 5.214 0.328 -0.03 0.01 0.00
C -1.675 5.962 0.104 0.00 -0.01 -0.02
C -0.884 5.804 -1.039 -0.04 0.03 -0.01
C -1.341 4.897 -2.006 0.01 0.01 -0.01
C -2.468 4.135 -1.831 -0.01 0.01 0.02
H -10.365 3.086 -1.253 0.00 0.00 0.00
H -9.585 1.023 -0.121 0.00 0.00 0.00
H -7.194 0.738 0.422 0.00 0.00 0.00
H -6.323 4.546 -1.273 0.00 0.00 0.00
H -8.721 4.852 -1.829 0.00 0.00 0.00
H -4.962 1.481 0.451 0.00 0.00 0.00
H -3.375 5.345 1.242 0.00 0.00 0.00
H -1.384 6.690 0.856 -0.01 0.00 0.00
H 0.010 6.391 -1.198 0.00 0.00 0.02
H -0.778 4.776 -2.928 -0.01 0.01 0.00
H -2.765 3.423 -2.591 -0.01 0.00 0.00



(2)
62
Properties=species:S:1:pos:R:3:forces:R:3 method="wB97M-V/def2-TZVPD" fmax_ha_per_bohr=0.0172 de_lowest_ev=0.5258 energy_ha=-3507.472911 homo_ha="-0.3941 / -0.3945" total_charge=+1 gap_ev="5.22 / 4.93"
Ru -0.467 0.258 0.444 0.61 0.53 -0.35
S -1.724 -1.465 0.835 0.27 -0.12 -0.04
C -3.249 -0.921 1.340 0.09 -0.04 -0.10
C -4.211 -1.903 1.722 -0.03 0.04 0.02
N -4.977 -2.698 2.041 0.02 -0.01 -0.02
C -3.507 0.444 1.356 -0.07 0.12 -0.02
S -2.315 1.507 0.844 -0.14 -0.14 0.06
C -4.764 0.975 1.790 0.01 -0.06 0.00
N -5.766 1.413 2.141 0.02 0.00 -0.01
Cl 0.425 0.592 2.754 -0.13 0.14 -0.05
C 2.189 0.635 2.661 0.21 -0.07 -0.17
C 2.860 1.115 3.766 -0.04 0.01 0.02
C 4.244 1.206 3.702 0.01 0.01 0.00
C 4.922 0.832 2.551 0.01 -0.01 -0.01
C 4.223 0.345 1.457 0.01 -0.06 0.06
C 2.836 0.221 1.502 -0.16 0.11 0.06
P 1.881 -0.458 0.118 -0.64 -0.54 0.11
C 2.841 -0.102 -1.362 0.00 0.08 0.03
C 3.631 -1.081 -1.960 -0.01 0.02 -0.01
C 4.402 -0.756 -3.069 -0.01 -0.01 0.00
C 4.387 0.536 -3.573 0.00 -0.01 -0.02
C 3.597 1.512 -2.977 -0.02 0.01 0.00
C 2.821 1.195 -1.876 0.02 -0.02 0.00
C 1.876 -2.255 0.339 0.12 0.02 -0.05
C 1.078 -2.997 -0.535 0.02 0.01 0.02
C 1.011 -4.373 -0.406 -0.01 -0.01 0.00
C 1.727 -5.012 0.601 0.00 0.00 -0.01
C 2.516 -4.277 1.470 0.01 0.02 0.01
C 2.597 -2.895 1.340 0.00 -0.01 0.01
H 2.318 1.426 4.649 0.01 0.00 0.00
H 4.788 1.588 4.555 0.00 0.00 -0.01
H 5.998 0.923 2.504 -0.01 0.00 0.00
H 4.751 0.053 0.557 0.00 0.01 0.01
H 3.644 -2.089 -1.566 0.01 0.00 -0.01
H 5.016 -1.515 -3.536 0.00 0.00 0.01
H 4.989 0.784 -4.437 0.00 0.00 0.00
H 3.579 2.517 -3.378 0.00 0.00 0.00
H 2.191 1.951 -1.422 0.01 0.01 -0.01
H 0.513 -2.493 -1.313 -0.01 0.00 0.00
H 0.395 -4.949 -1.084 0.00 0.00 0.00
H 1.666 -6.088 0.706 0.00 0.01 0.00
H 3.074 -4.775 2.252 -0.01 0.00 0.00
H 3.220 -2.327 2.019 0.00 -0.01 0.00
C -0.986 1.097 -10.791 0.05 0.07 -0.02
C -1.054 1.392 -9.319 0.04 0.08 0.00
O -2.034 1.735 -8.729 -0.01 -0.14 0.03
S 0.575 1.181 -8.545 -0.04 -0.06 -0.01
C 0.225 1.046 -6.818 0.03 0.04 -0.01
C -0.705 1.839 -6.147 0.04 0.02 -0.01
C -0.894 1.668 -4.789 0.02 0.00 -0.02
C -0.135 0.732 -4.077 0.05 0.00 -0.09
C 0.820 -0.039 -4.754 -0.01 0.04 0.00
C 0.989 0.112 -6.114 -0.03 -0.01 0.01
C -0.312 0.560 -2.682 -0.09 -0.05 0.08
C -0.444 0.396 -1.478 -0.18 0.01 0.50
H -1.938 1.349 -11.252 -0.01 0.00 0.01
H -0.760 0.041 -10.941 -0.03 -0.01 0.00
H -0.183 1.674 -11.253 0.00 -0.01 0.01
H -1.276 2.578 -6.684 -0.02 -0.01 -0.01
H -1.623 2.272 -4.266 0.00 -0.01 0.02
H 1.414 -0.758 -4.205 0.00 0.00 0.02
H 1.709 -0.500 -6.643 -0.02 0.01 -0.01



(3)
64
Properties=species:S:1:pos:R:3:forces:R:3 method="wB97M-V/def2-TZVPD" fmax_ha_per_bohr=0.0492 de_lowest_ev=1.0015 energy_ha=-5396.758984 homo_ha=-0.1154 total_charge=-1 gap_ev=5.72
Rh 1.221 -1.396 -0.085 -2.25 -0.50 -1.04
F -0.557 -3.104 6.504 0.01 -0.01 -0.02
C -0.459 -3.155 5.164 0.02 0.03 -0.04
C 0.329 -2.249 4.478 -0.03 -0.05 0.01
F 1.013 -1.315 5.156 0.01 -0.03 -0.02
C 0.406 -2.316 3.100 0.08 0.11 -0.01
F 1.227 -1.419 2.504 0.13 -0.04 0.12
C -0.292 -3.237 2.321 -0.15 -0.01 -0.27
S -0.248 -3.263 0.572 0.10 0.00 0.69
C -1.054 -4.147 3.062 -0.06 -0.05 0.01
F -1.752 -5.103 2.428 0.01 0.05 0.01
C -1.143 -4.115 4.440 -0.02 -0.01 0.02
F -1.902 -5.013 5.093 0.02 0.04 -0.03
C 1.854 4.648 -0.980 0.00 0.00 -0.02
C 2.254 3.907 0.125 0.00 -0.02 0.01
C 1.625 2.708 0.423 0.03 0.02 -0.02
C 0.573 2.238 -0.360 -0.19 0.07 0.10
C 0.201 2.971 -1.482 0.01 0.06 0.01
C 0.836 4.170 -1.789 0.02 -0.03 -0.01
As -0.220 0.502 0.126 0.58 -0.05 0.05
C -1.073 0.958 1.839 0.03 -0.15 -0.04
C -0.240 1.165 2.938 -0.02 0.09 0.03
C -0.770 1.398 4.198 -0.01 0.01 -0.02
C -2.146 1.403 4.383 0.01 -0.01 0.01
C -2.981 1.146 3.307 0.01 -0.01 -0.03
C -2.448 0.913 2.045 -0.05 0.05 0.02
C -1.752 0.474 -1.069 -0.01 -0.02 0.10
C -1.929 -0.643 -1.872 -0.07 -0.02 -0.05
C -2.991 -0.697 -2.769 0.06 -0.05 0.03
C -3.884 0.357 -2.854 -0.02 0.06 0.01
C -3.722 1.473 -2.039 0.00 -0.03 -0.03
C -2.659 1.531 -1.153 0.00 0.01 0.00
H 2.347 5.582 -1.217 0.00 0.00 0.00
H 3.069 4.254 0.747 0.00 0.00 0.00
H 1.982 2.122 1.261 0.00 -0.01 -0.01
H -0.582 2.609 -2.136 -0.03 0.03 0.03
H 0.533 4.725 -2.668 0.00 0.00 -0.01
H 0.835 1.119 2.821 -0.01 0.01 0.00
H -0.105 1.554 5.038 0.00 0.00 0.00
H -2.563 1.587 5.365 0.00 -0.02 0.01
H -4.055 1.115 3.448 0.00 0.00 0.00
H -3.115 0.689 1.223 0.01 0.01 0.00
H -1.225 -1.464 -1.798 -0.03 0.00 0.03
H -3.110 -1.567 -3.402 -0.01 0.00 0.00
H -4.709 0.315 -3.555 -0.01 -0.01 0.00
H -4.422 2.298 -2.098 0.00 0.00 -0.01
H -2.528 2.407 -0.527 0.00 -0.01 0.00
Cl 6.286 0.412 0.868 -0.02 -0.04 0.00
C 5.635 -1.250 0.812 -0.01 -0.11 0.22
Cl 3.896 -1.306 0.463 0.69 0.21 -0.05
H 5.816 -1.704 1.780 0.08 0.02 -0.01
H 6.150 -1.778 0.018 0.05 0.03 0.02
C 1.473 -1.609 -1.788 1.88 0.46 0.63
C 1.235 -1.319 -3.174 -1.07 -0.03 -0.68
C 1.443 -2.303 -4.156 -0.01 0.06 0.28
C 1.251 -2.022 -5.496 0.00 0.04 -0.20
C 0.850 -0.754 -5.907 0.02 -0.04 0.21
C 0.633 0.229 -4.945 0.02 0.05 -0.18
C 0.817 -0.046 -3.604 0.17 -0.17 0.18
H 1.754 -3.290 -3.837 0.02 -0.01 0.00
H 1.417 -2.800 -6.231 0.00 0.00 -0.01
H 0.710 -0.536 -6.958 -0.01 0.00 -0.01
H 0.315 1.220 -5.246 -0.01 0.00 -0.01
H 0.651 0.721 -2.859 0.04 0.02 -0.01